Entry from the OMol25 dataset: one molecule with the formula C15H18N2O4S (the ωB97M-V functional and the def2-TZVPD basis).

Each atom is followed by the atoms it is bonded to, with distances in Å.
Cartesian coordinates (Å):
1 C 5.8712 -2.5873 -0.3482  C2 1.531, H23 1.087, H24 1.088, H25 1.087
2 C 4.3613 -2.6661 -0.1077  C1 1.531, C3 1.490, H26 1.091, H27 1.092
3 C 3.8215 -1.3635 0.3748  C2 1.490, C4 1.363, O22 1.350
4 C 3.5221 -0.9111 1.6248  C3 1.363, C5 1.417, H28 1.071
5 C 3.0816 0.4269 1.4690  C4 1.417, C6 1.363, H29 1.072
6 C 3.1461 0.6973 0.1343  C5 1.363, C7 1.493, O22 1.348
7 C 2.8055 1.9155 -0.6598  C6 1.493, C8 1.530, H30 1.091, H31 1.094
8 C 1.4440 2.4846 -0.2544  C7 1.530, C9 1.523, H32 1.094, H33 1.091
9 C 0.3275 1.5060 -0.5916  C8 1.523, O10 1.206, N11 1.372
10 O 0.4160 0.6723 -1.4581  C9 1.206
11 N -0.7913 1.7069 0.1761  C9 1.372, C12 1.393, H34 1.011
12 C -2.0154 1.0427 0.1305  N11 1.393, C13 1.395, C21 1.398
13 C -2.2486 -0.0535 -0.7008  C12 1.395, C14 1.383, H35 1.077
14 C -3.4901 -0.6620 -0.6982  C13 1.383, C15 1.380, H36 1.078
15 C -4.4892 -0.1839 0.1252  C14 1.380, S16 1.777, C20 1.381
16 S -6.0984 -0.9363 0.0830  C15 1.777, N17 1.688, O18 1.434, O19 1.434
17 N -6.8167 -0.0576 -1.1671  S16 1.688, H37 1.007, H38 1.007
18 O -6.8084 -0.6277 1.2905  S16 1.434
19 O -5.9871 -2.3015 -0.3411  S16 1.434
20 C -4.2732 0.8947 0.9597  C15 1.381, C21 1.380, H39 1.078
21 C -3.0361 1.5073 0.9652  C12 1.398, C20 1.380, H40 1.081
22 O 3.5958 -0.3866 -0.5299  C3 1.350, C6 1.348
23 H 6.2469 -3.5429 -0.7053  C1 1.087
24 H 6.3883 -2.3318 0.5739  C1 1.088
25 H 6.0935 -1.8259 -1.0918  C1 1.087
26 H 4.1447 -3.4332 0.6367  C2 1.091
27 H 3.8610 -2.9319 -1.0410  C2 1.092
28 H 3.5987 -1.4590 2.5419  C4 1.071
29 H 2.7692 1.0890 2.2514  C5 1.072
30 H 2.7803 1.6300 -1.7123  C7 1.091
31 H 3.5729 2.6831 -0.5237  C7 1.094
32 H 1.2543 3.4077 -0.8091  C8 1.094
33 H 1.4373 2.7163 0.8113  C8 1.091
34 H -0.7491 2.4555 0.8542  N11 1.011
35 H -1.4587 -0.4147 -1.3374  C13 1.077
36 H -3.6936 -1.5179 -1.3210  C14 1.078
37 H -7.0099 -0.6398 -1.9659  N17 1.007
38 H -7.6462 0.4196 -0.8535  N17 1.007
39 H -5.0745 1.2283 1.5989  C20 1.078
40 H -2.8531 2.3504 1.6164  C21 1.081

Summary:
HOMO-LUMO gap = 8.6683 eV
lowest unoccupied orbital energy = 0.49 eV
HOMO = -8.1796 eV
energy above the lowest of the compared OMol25 structures with the same formula, charge and spin = 138.1 kJ/mol
SMILES = CCc1ccc(CCC(=O)Nc2ccc(S(N)(=O)=O)cc2)o1
charge = 0